Entry 1:
Density functional theory data (wB97M-V/def2-TZVPD) for an isolated molecule of C6H8N2.

The geometry in ORCA input format:
```
! RIJCOSX wB97M-V def2-TZVPD def2/J DEFGRID3
* xyz 0 1
C 0.94 0.67 -1.90
C 0.69 0.10 0.44
C -0.11 0.39 1.71
C -1.35 -0.44 1.54
C -1.26 -1.24 0.46
C -0.04 -0.93 -0.32
H 0.01 2.10 -2.63
H 1.83 -0.07 -1.97
H 1.82 0.03 0.46
H -0.31 1.47 1.86
H 0.50 0.12 2.59
H -2.15 -0.52 2.25
H -1.98 -1.97 0.08
H 0.50 -1.68 -0.93
N 0.84 1.54 -2.82
N 0.07 0.44 -0.82
*
```

For the frontier orbital gap, the calculation gives 10.41 eV. The SMILES is [H]/N=C\N1[C@@H]2C=CC[C@@H]21. The HOMO energy comes out at -9.368 eV. For the strongest force on any atom, the calculation gives 2.2 eV/Å. The relative energy (zero: lowest compared OMol25 entry of this formula, charge and spin) is 2.142 eV.

---

Entry 2:
Density functional theory data (wB97M-V/def2-TZVPD) for a cluster of 2 separate species, C6H15NO in total.

The geometry in ORCA input format:
```
! RIJCOSX wB97M-V def2-TZVPD def2/J DEFGRID3
* xyz 0 1
C 1.96 -0.24 -1.02
N 0.93 -1.24 -0.87
C -0.38 -0.93 -1.42
C -1.20 -0.02 -0.52
C -1.37 -0.35 0.97
C -0.83 -1.24 1.79
C 2.24 0.59 0.27
H 1.73 0.39 -1.88
H 2.90 -0.72 -1.34
H 1.05 -1.76 -0.01
H -0.20 -0.29 -2.28
H -0.90 -1.83 -1.75
H -0.78 1.00 -0.51
H -2.20 0.17 -0.94
H -2.17 0.26 1.36
H -1.26 -1.09 2.78
H -0.05 -1.99 1.80
H 2.91 1.42 0.13
H 1.32 0.81 0.81
H 2.79 -0.12 0.91
H -2.89 2.23 0.71
H -1.53 2.32 0.14
O -2.05 2.64 0.89
*
```

For the frontier orbital gap, the calculation gives 9.17 eV. The SMILES is C=CCCNCC.O. The HOMO energy comes out at -8.361 eV. For the strongest force on any atom, the calculation gives 2.0 eV/Å. The relative energy (zero: lowest compared OMol25 entry of this formula, charge and spin) is 2.782 eV.

---

Entry 3:
Density functional theory data (wB97M-V/def2-TZVPD) for an isolated molecule of C6H9N3O3.

The geometry in ORCA input format:
```
! RIJCOSX wB97M-V def2-TZVPD def2/J DEFGRID3
* xyz 0 1
C 1.50 0.74 0.15
C 0.52 1.64 0.41
C 1.31 -0.50 -0.60
C -0.09 -0.73 -1.04
C -0.94 1.32 0.23
C -1.13 -0.26 0.08
N 2.26 -1.35 -0.67
N -0.90 -0.81 1.40
N -2.64 -0.41 -0.22
O -3.42 -0.82 0.69
O -2.94 -0.20 -1.41
O -1.46 2.00 -0.83
H 2.51 0.95 0.32
H 0.79 2.57 0.92
H -0.14 -0.33 -2.09
H -0.14 -1.79 -1.14
H -1.50 1.71 1.03
H 2.06 -2.09 -1.27
H -1.77 -1.16 1.88
H -0.26 -1.61 1.55
H -0.99 1.72 -1.57
*
```

For the frontier orbital gap, the calculation gives 9.34 eV. The SMILES is [H]/N=C1/C=C[C@@H](O)[C@@](N)([N+](=O)[O-])C1. The HOMO energy comes out at -9.694 eV. For the strongest force on any atom, the calculation gives 3.3 eV/Å. The relative energy (zero: lowest compared OMol25 entry of this formula, charge and spin) is 4.562 eV.

---

Entry 4:
Density functional theory data (wB97M-V/def2-TZVPD) for an isolated molecule of C4H9NO.

The geometry in ORCA input format:
```
! RIJCOSX wB97M-V def2-TZVPD def2/J DEFGRID3
* xyz 0 1
C 0.41 -0.16 -0.64
C -0.03 1.97 0.48
C -0.29 -2.26 0.74
C 0.13 1.34 -0.88
N -0.78 -1.12 -0.03
O -0.28 -1.10 -1.43
H 1.36 -0.47 -0.28
H 0.25 1.35 1.30
H -1.06 2.33 0.64
H 0.50 2.82 0.52
H -1.10 -2.98 0.59
H 0.51 -2.92 0.43
H 0.02 -1.89 1.71
H 1.06 1.73 -1.43
H -0.70 1.36 -1.72
*
```

For the frontier orbital gap, the calculation gives 10.60 eV. The SMILES is CC[C@@H]1ON1C. The HOMO energy comes out at -9.488 eV. For the strongest force on any atom, the calculation gives 4.7 eV/Å. The relative energy (zero: lowest compared OMol25 entry of this formula, charge and spin) is 4.860 eV.

---

Entry 5:
Density functional theory data (wB97M-V/def2-TZVPD) for a cluster of 2 separate species, C4H14N2O in total.

The geometry in ORCA input format:
```
! RIJCOSX wB97M-V def2-TZVPD def2/J DEFGRID3
* xyz 0 1
C -1.70 1.00 -0.48
N -0.28 0.84 -0.21
C 1.15 -0.50 1.21
C 0.14 -0.57 0.05
C 0.73 -1.17 -1.24
N 0.83 -2.60 -1.12
H -2.32 0.76 0.39
H -2.12 0.37 -1.28
H -1.87 2.05 -0.70
H 0.22 1.18 -1.01
H 1.27 -1.44 1.74
H 2.07 -0.07 0.84
H 0.65 0.15 1.93
H -0.77 -1.11 0.32
H 1.72 -0.68 -1.30
H 0.14 -0.86 -2.09
H 0.80 -3.09 -2.00
H 1.29 -2.98 -0.34
H -0.60 2.26 2.25
H -0.81 3.27 1.07
O -0.54 3.20 1.98
*
```

For the frontier orbital gap, the calculation gives 9.57 eV. The SMILES is CN[C@H](C)CN.O. The HOMO energy comes out at -8.663 eV. For the strongest force on any atom, the calculation gives 2.0 eV/Å. The relative energy (zero: lowest compared OMol25 entry of this formula, charge and spin) is 1.571 eV.

---

Entry 6:
Density functional theory data (wB97M-V/def2-TZVPD) for an isolated molecule of C32H39N3O5.

The geometry in ORCA input format:
```
! RIJCOSX wB97M-V def2-TZVPD def2/J DEFGRID3
* xyz 0 1
C 0.34 -0.30 -5.16
C 0.55 0.62 -3.96
H 1.33 1.35 -4.19
O 1.04 -0.06 -2.82
C 0.09 -0.78 -2.08
C 0.86 -1.52 -0.98
C 0.05 -2.66 -0.35
C -1.26 -2.25 0.31
H -1.10 -1.43 1.01
C -1.92 -3.42 1.04
O -3.20 -3.10 1.53
H -3.77 -2.87 0.78
H -1.33 -3.68 1.93
H -1.97 -4.29 0.38
H -1.95 -1.89 -0.46
H -0.16 -3.41 -1.12
H 0.68 -3.15 0.40
H 1.72 -1.98 -1.49
C 1.39 -0.51 0.05
C 2.74 0.01 -0.38
C 3.02 1.24 -0.85
N 4.36 1.35 -1.18
C 5.00 2.46 -1.71
O 6.18 2.45 -1.98
C 4.12 3.66 -1.92
H 3.69 3.99 -0.98
H 3.31 3.43 -2.62
H 4.73 4.46 -2.34
C 4.96 0.12 -0.90
C 6.27 -0.30 -1.05
C 6.57 -1.59 -0.68
C 5.60 -2.45 -0.17
C 4.29 -2.04 -0.02
C 3.96 -0.74 -0.40
H 3.54 -2.71 0.37
H 5.88 -3.46 0.11
H 7.59 -1.95 -0.78
H 7.02 0.37 -1.44
H 2.34 2.06 -0.98
C 0.46 0.64 0.23
C -0.58 0.88 -0.56
O -0.94 0.07 -1.61
C -1.38 2.13 -0.32
O -0.79 3.14 0.03
N -2.73 2.11 -0.51
C -3.53 0.92 -0.62
H -4.41 1.18 -1.21
C -3.93 0.45 0.80
N -3.68 1.53 1.72
C -4.28 2.76 1.26
C -3.49 3.22 0.01
H -4.17 3.59 -0.77
H -2.78 4.01 0.27
H -4.22 3.51 2.04
H -5.35 2.62 1.00
C -3.91 1.16 3.10
C -2.87 0.15 3.52
C -3.21 -1.04 4.15
C -2.23 -1.95 4.50
C -0.90 -1.68 4.23
C -0.56 -0.49 3.60
C -1.53 0.42 3.26
H -1.27 1.34 2.76
H 0.48 -0.28 3.39
H -0.14 -2.39 4.50
H -2.51 -2.87 4.99
H -4.25 -1.26 4.35
H -4.93 0.75 3.26
H -3.81 2.06 3.71
H -3.34 -0.40 1.12
H -5.00 0.15 0.80
H -2.98 0.14 -1.15
H 0.69 1.34 1.02
H 1.52 -1.03 1.01
H -0.45 -1.50 -2.72
H -0.37 1.15 -3.72
H -0.48 -1.00 -4.98
H 1.24 -0.87 -5.36
H 0.09 0.30 -6.03
*
```

For the frontier orbital gap, the calculation gives 8.59 eV. The SMILES is CCO[C@@H]1OC(C(=O)N2CCN(Cc3ccccc3)CC2)=C[C@H](c2cn(C(C)=O)c3ccccc23)[C@H]1CCCO. The HOMO energy comes out at -8.062 eV. For the strongest force on any atom, the calculation gives 0.9 eV/Å. The relative energy (zero: lowest compared OMol25 entry of this formula, charge and spin) is 0.279 eV.